Record 1
{
  "formula": "C5H12N2O",
  "method": "ωB97M-V/def2-TZVPD",
  "symbols": ["O", "N", "N", "C", "C", "C", "C", "C", "H", "H", "H", "H", "H", "H", "H", "H", "H", "H", "H", "H"],
  "positions_angstrom": [[-0.80200, 1.14637, 2.10214], [1.64581, 1.60503, -0.39143], [0.61390, -0.47191, -0.01163], [-1.20488, -0.98602, 0.40739], [-1.96904, -0.96094, -0.88322], [1.79617, -1.19602, -0.42230], [-0.50392, 1.44338, 0.75091], [0.61810, 0.84170, 0.13281], [-0.83779, -1.97114, 0.67560], [-1.70134, -0.54248, 1.26045], [-2.73941, -1.74114, -0.87311], [-2.44500, 0.00514, -1.04268], [1.95661, -1.14099, -1.50794], [2.06909, 1.31832, -1.26268], [1.66316, -2.24956, -0.16819], [2.69851, -0.82379, 0.07665], [-0.39906, 1.81526, 2.66822], [-0.72971, 2.47583, 0.48225], [-1.31117, -1.16768, -1.72836], [1.58195, 2.60065, -0.26490]],
  "gap_ha": 0.2634,
  "e_lumo_ev": 0.910,
  "largest_force_ev_per_a": 3.0,
  "mol_weight_g_mol": 116.16,
  "homo_energy_ev": -6.26
}

Record 2
{
  "formula": "C39H39CrNO5P",
  "method": "ωB97M-V/def2-TZVPD",
  "symbols": ["Cr", "P", "O", "O", "O", "O", "O", "N", "C", "C", "C", "C", "C", "C", "C", "C", "C", "C", "C", "C", "C", "C", "C", "C", "C", "C", "C", "C", "C", "C", "C", "C", "C", "C", "C", "C", "C", "C", "C", "C", "C", "C", "C", "C", "C", "C", "C", "H", "H", "H", "H", "H", "H", "H", "H", "H", "H", "H", "H", "H", "H", "H", "H", "H", "H", "H", "H", "H", "H", "H", "H", "H", "H", "H", "H", "H", "H", "H", "H", "H", "H", "H", "H", "H", "H", "H"],
  "positions_angstrom": [[0.52290, 0.48632, 0.74124], [-0.84946, -1.45754, 0.85369], [0.71374, 2.33679, 0.02747], [0.25623, 0.34690, 4.93906], [0.71639, 0.18051, -1.36484], [-1.44379, 2.55401, -0.60020], [3.28592, -0.26805, -0.05281], [0.46293, 0.73692, 2.77043], [-0.99637, -3.40457, 5.03800], [1.22679, -2.88965, -0.13423], [-2.96873, 0.20104, 0.91212], [-0.30511, 2.19345, -0.80429], [1.87673, 2.11231, -5.29111], [-1.66935, -3.96201, 3.96016], [1.78317, 4.12940, 2.27750], [-0.97376, -2.11285, 2.56275], [-0.36324, -1.50737, 3.66791], [-5.18385, -0.15060, 0.06241], [1.02427, 1.94439, -3.02896], [-0.17723, -5.02054, -1.18987], [-3.51410, -0.06700, -4.05589], [-4.26478, 0.65187, 0.72381], [0.75120, 2.07490, 3.41897], [2.86952, 2.98255, -4.86648], [-2.57533, -1.05747, 0.44890], [2.03751, 2.81222, -2.60915], [0.16370, -0.10984, 3.70113], [3.09644, 1.96769, 2.34347], [-1.64944, -3.31658, 2.73799], [-2.07896, 1.71532, -3.31013], [-2.64821, -0.99050, -3.49523], [-0.16785, -2.89434, -0.04486], [-3.22454, 1.29193, -3.95886], [2.94568, 3.33005, -3.52288], [4.21796, 0.34517, -0.96342], [-0.86292, -3.97830, -0.58140], [-4.79913, -1.39722, -0.41113], [1.20776, -5.00221, -1.27072], [-1.20603, 0.79063, -2.73935], [2.05613, 2.83636, 3.04542], [0.74559, 1.70643, 4.90116], [-0.37191, -2.18223, 4.89797], [0.04355, 1.30008, -2.04981], [0.96115, 1.59996, -4.38112], [-3.50094, -1.84993, -0.22361], [-1.49883, -0.56191, -2.83277], [1.91236, -3.93443, -0.73506], [1.74038, 1.71559, 5.33568], [1.40377, -0.20855, -1.91195], [1.78262, -2.05255, 0.26163], [0.10396, -1.73093, 5.75443], [-2.20101, -4.90015, 4.07217], [3.78392, -0.57423, 0.71005], [4.92052, -0.38791, -1.35946], [-2.25448, 0.85186, 1.40426], [-2.16195, -3.75976, 1.89263], [1.35222, 3.92650, 1.29867], [-0.82812, -1.29653, -2.40679], [-1.85874, 2.77512, -3.23782], [-0.73435, -5.85558, -1.59815], [3.64470, 0.76913, -1.78313], [3.71615, 4.01352, -3.18112], [-6.19580, 0.20207, -0.09910], [1.09195, 4.76932, 2.83347], [-5.50977, -2.02014, -0.94228], [-3.22978, -2.80715, -0.63345], [-3.89695, 2.02265, -4.39300], [2.48622, 3.13103, 4.00523], [-2.85916, -2.05244, -3.57396], [1.80590, 1.83284, -6.33640], [4.76942, 1.15532, -0.48243], [0.08422, 2.32365, 5.50207], [1.73429, -5.81759, -1.75248], [2.99432, -3.90813, -0.79484], [2.11050, 3.09151, -1.56922], [3.57485, 3.39381, -5.57889], [-0.09495, 2.71412, 3.17622], [0.18786, 0.92909, -4.73206], [2.71330, 4.68817, 2.14320], [-0.97899, -3.91033, 5.99579], [3.26781, 1.02538, 2.87589], [-4.40839, -0.39895, -4.57032], [2.79617, 1.74543, 1.31809], [-1.93568, -4.04491, -0.52241], [-4.54936, 1.63716, 1.07352], [4.04863, 2.50052, 2.29291]],
  "charge": 1,
  "gap_ha": [0.3057, 0.3035],
  "e_lumo_ev": [-2.765, -2.856],
  "largest_force_ev_per_a": 1.2,
  "mol_weight_g_mol": 684.71,
  "multiplicity": 5,
  "homo_energy_ev": [-11.08, -11.12]
}

Record 3
{
  "formula": "C21H29F2Si2",
  "method": "ωB97M-V/def2-TZVPD",
  "symbols": ["Si", "Si", "F", "F", "C", "C", "C", "C", "C", "C", "C", "C", "C", "C", "C", "C", "C", "C", "C", "C", "C", "C", "C", "C", "C", "H", "H", "H", "H", "H", "H", "H", "H", "H", "H", "H", "H", "H", "H", "H", "H", "H", "H", "H", "H", "H", "H", "H", "H", "H", "H", "H", "H", "H"],
  "positions_angstrom": [[1.34535, 3.07775, 1.98257], [-1.58749, 2.05309, 1.63213], [4.20393, -1.45591, -3.53753], [-1.79953, -5.35175, -5.15823], [2.69637, -0.33962, 0.12744], [1.71944, 1.59836, 3.08112], [-2.05477, -3.80637, -1.84164], [3.69014, -1.03793, -2.32329], [2.42845, 4.51180, 2.48975], [4.00437, 0.01246, -0.20603], [0.39513, -1.14554, -0.56934], [-3.57989, -5.47780, -3.57887], [2.39194, -1.42291, -2.00760], [-2.84701, 2.89478, 0.52932], [-3.32009, -4.34308, -1.46165], [4.50588, -0.26590, -1.49285], [-1.40810, -2.83137, -0.98465], [-4.07423, -5.13824, -2.31435], [1.79878, -0.96364, -0.78933], [-2.31465, -4.99609, -3.93396], [-0.34174, -2.02172, -1.37755], [-1.52969, -4.19523, -3.10997], [-2.55906, 1.70755, 3.19774], [1.57211, 2.71555, 0.15209], [-0.46456, 3.47128, 2.20974], [0.94297, 1.89592, -0.22175], [2.73531, 1.21185, 2.92092], [3.49516, 4.29015, 2.34306], [-0.99907, 0.78002, 0.96403], [4.64582, 0.56144, 0.50801], [1.32889, 3.59597, -0.46126], [-3.02962, 2.65966, 3.50861], [-0.77334, 4.38190, 1.65831], [-1.91745, 1.35830, 4.01318], [2.32194, -0.12123, 1.12923], [-4.15213, -6.08659, -4.27059], [1.03207, 0.75097, 2.94051], [-3.35057, 0.97192, 3.02472], [-5.03751, -5.51712, -1.97800], [-2.41255, 3.26603, -0.40462], [1.81655, -2.01811, -2.71406], [-3.25935, 3.75489, 1.08898], [-3.67118, 2.21540, 0.28946], [-1.81732, -2.71405, 0.02761], [1.66082, 1.86835, 4.14686], [-0.09069, -0.61562, 0.25907], [-0.07465, -2.10096, -2.43703], [-0.52403, -3.88162, -3.42727], [2.30536, 4.77953, 3.54589], [2.60608, 2.43889, -0.09283], [-3.66592, -4.09370, -0.46038], [-0.71437, 3.66778, 3.27438], [5.51272, 0.03176, -1.80217], [2.21497, 5.41874, 1.91208]],
  "charge": 1,
  "gap_ha": 0.2196,
  "e_lumo_ev": -6.085,
  "largest_force_ev_per_a": 1.7,
  "mol_weight_g_mol": 375.63,
  "homo_energy_ev": -12.06
}

Repeat the first record exactly.
{
  "formula": "C5H12N2O",
  "method": "ωB97M-V/def2-TZVPD",
  "symbols": ["O", "N", "N", "C", "C", "C", "C", "C", "H", "H", "H", "H", "H", "H", "H", "H", "H", "H", "H", "H"],
  "positions_angstrom": [[-0.80200, 1.14637, 2.10214], [1.64581, 1.60503, -0.39143], [0.61390, -0.47191, -0.01163], [-1.20488, -0.98602, 0.40739], [-1.96904, -0.96094, -0.88322], [1.79617, -1.19602, -0.42230], [-0.50392, 1.44338, 0.75091], [0.61810, 0.84170, 0.13281], [-0.83779, -1.97114, 0.67560], [-1.70134, -0.54248, 1.26045], [-2.73941, -1.74114, -0.87311], [-2.44500, 0.00514, -1.04268], [1.95661, -1.14099, -1.50794], [2.06909, 1.31832, -1.26268], [1.66316, -2.24956, -0.16819], [2.69851, -0.82379, 0.07665], [-0.39906, 1.81526, 2.66822], [-0.72971, 2.47583, 0.48225], [-1.31117, -1.16768, -1.72836], [1.58195, 2.60065, -0.26490]],
  "gap_ha": 0.2634,
  "e_lumo_ev": 0.910,
  "largest_force_ev_per_a": 3.0,
  "mol_weight_g_mol": 116.16,
  "homo_energy_ev": -6.26
}